Record 1
An isolated ion of composition C4H8FN4 and charge +1 in a non-equilibrium geometry, computed with wB97M-V/def2-TZVPD.

Structure (XYZ):
```
17
Properties=species:S:1:pos:R:3:nbo_charge:R:1
F 0.98898 2.13666 0.59192 -0.206
N 0.59815 1.03017 -0.07020 -0.137
N -0.92922 -0.79676 0.23272 -0.464
N -1.73087 1.37721 -0.44403 -0.737
N 2.96186 0.21979 -0.51909 -0.547
C 1.46872 -1.45970 0.30615 -0.585
C 0.01254 -1.65783 0.12328 0.229
C 1.81955 -0.09266 -0.13447 0.439
C -0.63840 0.56766 0.39360 0.214
H -2.25304 0.56452 -0.80049 0.460
H 1.69070 -1.40078 1.38194 0.291
H -0.77291 0.80277 1.52512 0.233
H -2.52800 2.05578 -0.03366 0.470
H -1.19434 1.86463 -1.12476 0.448
H -0.32182 -2.63422 0.05121 0.211
H 1.96564 -2.28652 -0.23253 0.291
H 3.07776 1.17253 -0.95247 0.390
```

Its charge is +1. As for the SMILES: [H]/N=C1/CC=N[C@H]([NH3+])N1F. As for the energy: -12944.87518 eV. The energy above the lowest of the compared OMol25 structures with the same formula, charge and spin is 99.3 kcal per mole.

Record 2
C4H8O3Tl as an isolated structure in a non-equilibrium geometry, computed with wB97M-V/def2-TZVPD.

Structure (XYZ):
```
16
Properties=species:S:1:pos:R:3:lowdin_spin:R:1
Tl 0.36084 -0.64499 1.54055 0.083
O 0.65305 0.95358 0.35528 0.115
O -1.12224 -1.06052 0.08474 0.050
O 0.21642 -2.52282 1.19852 0.016
C -0.65644 -0.40529 -1.06908 0.094
C -0.25264 0.97335 -0.72025 0.568
C 1.29099 2.20833 0.62994 0.011
C -0.77363 -2.48882 0.27878 0.008
H 1.91458 2.48660 -0.22753 0.001
H -1.71314 -2.95496 0.61961 0.000
H 0.03894 -1.02177 -1.65542 0.009
H -0.93501 1.82748 -0.68226 0.029
H -0.97318 0.49857 -1.98408 0.012
H 1.90825 2.06503 1.52145 0.002
H 0.52877 2.97436 0.82023 0.002
H -0.48557 -2.88814 -0.71049 0.001
```

Its spin multiplicity is 2. Its charge is +2. As for the energy: -15085.04449 eV. As for the expectation value of S²: 0.76. The energy above the lowest of the compared OMol25 structures with the same formula, charge and spin is 203.7 kcal per mole.

Record 3
A 2-piece molecular cluster, C2H7ClOSi overall in a non-equilibrium geometry, computed with wB97M-V/def2-TZVPD.

Structure (XYZ):
```
12
Properties=species:S:1:pos:R:3:nbo_charge:R:1
Cl 2.90749 -0.27631 -0.72525 -0.154
Si -0.80820 -0.24203 0.37033 1.656
O -1.00450 -0.48970 -1.17149 -1.100
C -1.04498 1.61302 0.41125 -1.142
C 2.27721 -0.42352 0.95407 -0.651
H -0.54822 -1.17686 -1.62958 0.524
H -1.47115 -1.05845 1.32883 -0.219
H -0.33238 2.05472 -0.23983 0.261
H -0.88768 2.11321 1.30140 0.246
H -1.99588 1.73236 -0.15584 0.248
H 2.68248 0.35464 1.48127 0.158
H 2.83362 -1.29660 1.20735 0.173
```

As for the energy: -24632.57660 eV. The energy above the lowest of the compared OMol25 structures with the same formula, charge and spin is 133.8 kcal per mole.

Record 4
CHAgNaO2 as an isolated structure in a non-equilibrium geometry, computed with wB97M-V/def2-TZVPD.

Structure (XYZ):
```
6
Properties=species:S:1:pos:R:3:nbo_charge:R:1
Ag 1.83651 0.35325 -2.17797 0.952
Na -1.69066 1.50891 0.09305 0.968
O -1.10696 -0.41886 1.25314 -0.670
O 0.22536 0.23757 -0.43452 -0.999
C -0.15487 -0.63530 0.50381 0.629
H 0.89062 -1.04557 0.76249 0.119
```

Its charge is +1. As for the energy: -13557.01013 eV. The energy above the lowest of the compared OMol25 structures with the same formula, charge and spin is 0.0 kcal per mole.

Record 5
C7H9Cl2NNdO4Ti as an isolated structure in a non-equilibrium geometry, computed with wB97M-V/def2-TZVPD.

Structure (XYZ):
```
25
Properties=species:S:1:pos:R:3:lowdin_spin:R:1
Nd -0.86519 -0.33686 -0.86233 3.039
Ti 0.23749 -0.69427 -6.44671 0.883
Cl -1.20008 -0.55899 -4.78167 -0.068
Cl 0.73300 -1.70455 -2.22921 -0.023
O 0.03749 0.23187 0.99033 -0.016
O -1.26121 -3.33478 1.02660 0.004
O 0.23405 -3.43948 -7.82999 0.077
O -1.27089 0.21325 -8.98068 0.083
N 0.03179 1.31359 2.97437 -0.003
C -1.22779 -2.41070 0.31938 -0.005
C 0.25387 -2.41960 -7.24661 0.016
C 0.63210 1.65476 4.26230 0.000
C -0.67583 -0.10059 -8.00770 0.013
C 0.46430 0.31635 2.22696 0.001
C 1.36877 -0.73390 2.74872 0.000
C -0.96136 2.26159 2.45154 0.000
H 0.19473 2.60949 4.55704 0.000
H 0.79351 -1.65360 2.95803 0.000
H 0.39279 0.90777 5.03678 0.000
H -1.05056 3.07801 3.18149 0.000
H 1.72105 1.78104 4.16531 0.000
H -0.64634 2.66588 1.47988 0.000
H 2.11580 -1.00329 1.98466 0.000
H -1.94191 1.77381 2.34733 0.000
H 1.89039 -0.41682 3.67420 0.000
```

Its spin multiplicity is 5. Its charge is +4. As for the energy: -80476.15291 eV. As for the expectation value of S²: 6.02.

Record 6
C4H16F3N8O4Sr as an isolated structure in a non-equilibrium geometry, computed with wB97M-V/def2-TZVPD.

Structure (XYZ):
```
36
Properties=species:S:1:pos:R:3:lowdin_charge:R:1
Sr 0.34761 -0.50038 0.14944 1.512
F 2.52433 -1.81806 0.34281 -0.778
F 0.08785 -1.40016 2.45515 -0.634
F -0.22816 -2.90009 -0.28133 -0.702
O -1.16153 1.57679 0.75210 -0.049
O 1.53770 0.18781 -2.01744 -0.084
O -1.36875 -0.33901 -1.53814 -0.125
O 1.60405 1.14347 1.58139 -0.094
N -1.63399 1.17191 2.89353 0.176
N -1.91573 -2.23247 -2.53964 0.150
N -3.43537 -0.55381 -2.48548 0.161
N -2.72635 2.86670 1.83644 0.143
N 1.59139 0.41785 3.69349 0.146
N 3.30704 1.72412 3.02217 0.150
N 0.87153 -0.98595 -3.78862 0.175
N 3.10078 -0.94028 -3.18209 0.173
C 1.84563 -0.52226 -2.97574 -0.674
C -1.82968 1.84555 1.74152 -0.671
C -2.17499 -0.93543 -2.24882 -0.679
C 2.12562 1.15182 2.69407 -0.667
H -3.79807 0.30767 -2.11795 0.108
H 0.88294 -0.26807 3.39312 0.034
H -1.20359 -2.69656 -1.95748 0.072
H -2.82550 3.36599 0.96711 0.097
H 3.74158 1.59860 3.91297 0.085
H -0.89960 0.47092 2.92873 0.060
H 2.04881 0.39850 4.58372 0.083
H -3.98770 -1.07053 -3.14340 0.092
H -2.34050 1.24565 3.60227 0.094
H 1.06642 -1.73693 -4.42545 0.096
H 3.69734 -0.84525 -2.37279 0.114
H 3.36662 -1.62965 -3.86017 0.093
H -0.06790 -0.71908 -3.56530 0.069
H 3.76149 2.24475 2.29195 0.100
H -3.27977 3.17912 2.60834 0.087
H -2.63154 -2.80326 -2.95048 0.086
```

Its charge is -1. As for the energy: -33516.02793 eV. The energy above the lowest of the compared OMol25 structures with the same formula, charge and spin is 0.0 kcal per mole.

Record 7
An isolated ion of composition C6H9I2N2 and charge +1 in a non-equilibrium geometry, computed with wB97M-V/def2-TZVPD.

Structure (XYZ):
```
19
Properties=species:S:1:pos:R:3:nbo_charge:R:1
I -1.61128 -2.85165 0.25655 0.178
I -2.52729 2.31481 0.17123 0.084
N 1.56212 0.29687 0.21194 -0.273
N -0.48456 0.11258 -0.49433 -0.378
C -2.57323 -0.98200 0.37015 -0.639
C 0.29899 0.69483 0.35561 0.284
C 2.64049 0.86404 0.96947 -0.411
C 0.31873 -0.59946 -1.37842 -0.035
C -1.88558 0.08663 -0.50871 -0.054
C 1.62489 -0.35873 -1.02288 -0.040
H 0.02489 -0.89082 -2.41388 0.273
H -3.72302 -1.22972 0.17712 0.297
H 2.57568 1.96870 1.29212 0.250
H -2.23000 0.09175 -1.57352 0.251
H 3.51477 0.65333 0.47280 0.232
H 2.65673 0.24117 1.77398 0.225
H -0.13794 1.09605 1.27262 0.256
H 2.47042 -0.91453 -1.32454 0.256
H -2.51480 -0.59385 1.39269 0.242
```

Its charge is +1. As for the SMILES: Cn1cc[n+]([C@H](I)CI)c1. As for the energy: -25541.36378 eV. The energy above the lowest of the compared OMol25 structures with the same formula, charge and spin is 25.6 kcal per mole.